DFT (ωB97M-V with the def2-TZVPD basis set) results for an isolated molecule of C2H4O6S in a non-equilibrium geometry.

As for the largest force on an atom: 4.86 eV/A. The value obtained for the HOMO-LUMO gap is 0.425 Eh. As for the HOMO energy: -11.31 eV. The LUMO energy comes out at 0.254 eV. The SMILES is O=C(CO)OS(=O)(=O)O. For the energy above the lowest of the compared OMol25 structures with the same formula, charge and spin, the calculation gives 0.0000 eV.

Last column: natural (NBO) charge in e.
CARTESIAN COORDINATES (ANGSTROEM)
O  -0.784  0.217  -1.321  -0.58
C  -0.712  0.187  -0.083  0.77
C  -1.783  0.099  0.901  -0.19
O  -1.353  -0.107  2.193  -0.68
O  0.538  0.065  0.533  -0.71
S  1.814  0.095  -0.569  2.54
O  2.893  -0.380  0.183  -0.89
O  1.948  1.337  -1.286  -0.87
O  1.529  -1.098  -1.567  -0.88
H  -2.616  -0.582  0.504  0.23
H  -2.067  1.140  0.855  0.22
H  -0.377  -0.062  2.034  0.49
H  0.971  -0.913  -2.376  0.54